Entry 1:
# C33H46N3

A cluster of 2 separate species, C33H46N3 in total (ωB97M-V/def2-TZVPD, the Open Molecules 2025 dataset).

Calculated values
Calculated total energy = -39431.6150 eV

```
! RIJCOSX wB97M-V def2-TZVPD def2/J DEFGRID3
* xyz 1 1
N -1.8188 2.4820 -5.9671
N -0.8188 -3.1622 1.1632
N 3.5091 1.0563 4.5270
C 0.1713 0.0195 3.3565
C 3.3243 1.3252 5.9325
C 0.4584 2.8839 -4.2753
C -2.9270 1.0932 -4.3161
C -0.6996 1.4286 -2.6263
C -0.7073 2.0521 -3.8673
C 2.4929 0.6691 3.7085
C -1.5245 -3.6731 2.3951
C 0.8770 0.7985 5.6409
C -2.8981 0.4903 -3.0680
C 0.6133 2.9381 -5.7889
C -4.2517 2.0635 -6.2170
C 0.4223 -0.2994 1.9894
C -1.7467 -0.0050 -0.9058
C -4.0889 0.9062 -5.2350
C 1.9028 1.7348 6.2799
C -2.9346 2.4126 -6.8835
C -1.7821 0.6222 -2.1950
C 4.8874 1.1292 4.1084
C 0.5769 -3.6595 1.1272
C -0.5608 -0.8706 1.0811
C 2.7302 0.4755 2.3187
C 1.7088 0.0188 1.4994
C -0.7035 3.2469 -6.4783
C 1.4667 -3.3939 2.3217
C 5.1666 0.4587 2.7730
C -0.5813 -0.3692 -0.2356
C -1.8184 1.8908 -4.7408
C -1.9834 -2.6453 3.3996
C -2.5518 -3.0202 -0.7436
C 1.1686 0.4853 4.2061
C 4.0798 0.7650 1.7561
C -1.4552 -3.7922 -0.0472
H -0.9322 4.3236 -6.3770
H -0.8460 -0.0969 3.7511
H 5.5079 0.6741 4.8937
H 4.0293 2.1158 6.2199
H -3.2155 -2.4963 -0.0489
H 0.1339 1.5855 -1.9449
H 1.6050 -2.3288 2.5161
H 4.1379 1.8238 1.4553
H -3.0164 3.3799 -7.3964
H 3.5994 0.4254 6.5152
H -2.3502 -3.1840 4.2852
H 1.7358 2.7657 5.9398
H 1.1110 -3.8968 3.2253
H -2.7093 1.6660 -7.6669
H 0.8379 -0.1377 6.2232
H -5.0030 0.7947 -4.6433
H -3.1473 -3.7263 -1.3370
H -0.6207 3.0495 -7.5559
H -1.1671 -1.9930 3.7236
H 1.0323 -3.2598 0.2120
H -3.9580 -0.0277 -5.8045
H -1.8444 -4.7779 0.2558
H -2.1140 -2.3013 -1.4437
H 1.3404 3.7052 -6.0640
H -4.9758 1.7973 -6.9921
H 1.3686 2.4684 -3.8324
H 6.1431 0.7924 2.4092
H 4.2383 0.1681 0.8516
H 0.3711 -0.2506 -0.7517
H 0.5213 -4.7558 0.9908
H 0.9885 1.9741 -6.1519
H 1.9505 -0.1755 0.4475
H -0.8507 -4.3829 2.8887
H 0.3446 3.9041 -3.8777
H 5.2167 -0.6264 2.9289
H -2.3997 -4.2505 2.0705
H 1.7928 1.7235 7.3691
H -1.4938 -1.2114 1.5177
H -0.6644 -3.9953 -0.7784
H -2.7044 -0.2715 -0.4569
H -4.6355 2.9451 -5.6883
H 2.4504 -3.8048 2.0685
H -3.7587 -0.0978 -2.7281
H -0.1174 1.2557 5.7161
H -2.8131 -2.0400 3.0132
H 5.1769 2.1956 4.0585
*
```


Entry 2:
# C29H38BrCsN6O2

A structure of composition C29H38BrCsN6O2 (ωB97M-V/def2-TZVPD, the Open Molecules 2025 dataset).

Calculated values
Calculated total energy = -114312.3725 eV
Energy above the lowest of the compared OMol25 structures with the same formula, charge and spin = 0.000 eV

```
! RIJCOSX wB97M-V def2-TZVPD def2/J DEFGRID3
* xyz -2 1
Cs 1.2644 -1.0964 -1.9149
Br 4.1826 -2.9875 -1.1490
O -0.4722 2.2368 -4.3296
O 1.3994 1.3359 -3.3140
N 0.7116 2.9208 1.0221
N -0.3941 0.9535 1.5352
N 0.1198 2.6856 3.1811
N -5.1131 -0.7572 0.7004
N -2.6637 -0.7364 0.8277
N -3.8413 -1.4115 -1.0367
C 7.0214 -0.2624 1.3657
C -5.9950 -1.3821 -0.2744
C -1.9307 -4.5044 -3.5797
C -1.8133 -3.5466 -4.6088
C -2.7120 -1.2837 -1.9391
C 1.2492 2.4075 -0.2207
C 5.1391 0.6192 2.6724
C 1.4222 3.9560 1.7260
C 5.2863 -1.7942 -0.1344
C -0.4696 -3.1366 -4.6738
C 0.0749 2.0648 1.9125
C 5.6313 -0.2028 1.6348
C 0.1997 3.4949 -4.3904
C 0.2493 1.1322 -3.7294
C -5.1795 -1.3024 -1.5530
C 0.2491 -3.8491 -3.6943
C -0.6568 -4.6885 -3.0108
C -5.4848 -1.0053 2.0731
C 2.8981 -0.0989 2.1259
C 3.7914 0.6543 2.9153
C -0.9641 -0.0483 2.3971
C 3.2687 -0.9157 1.0638
C -3.7756 -0.9464 0.2584
C -2.4633 -0.2397 2.1601
C 4.6925 -0.9693 0.8625
C -0.9557 2.5234 4.1376
C 6.6268 -1.8371 -0.4001
C 0.6553 4.0284 3.0390
C 7.5104 -1.0484 0.3620
H -5.4262 -2.0728 2.3351
H 1.3236 -3.8115 -3.5410
H 5.8402 1.2067 3.2582
H 2.4759 3.6860 1.8897
H -6.9516 -0.8576 -0.3291
H -0.4107 -5.3700 -2.2050
H 0.7554 3.5856 -5.3294
H 3.4022 1.2871 3.7115
H 7.0017 -2.4819 -1.1834
H -0.5662 4.2721 -4.3434
H 1.2263 3.1766 -0.9909
H -6.5178 -0.6793 2.2178
H -2.8275 -0.9373 2.9296
H -2.6191 -3.1759 -5.2324
H 1.3902 4.9007 1.1769
H -1.1001 3.4681 4.6675
H 2.2715 2.0307 -0.1009
H -0.1546 4.7712 2.9745
H 0.6114 1.5844 -0.5220
H -2.9737 0.7246 2.3177
H -1.8971 2.2685 3.6446
H -6.1855 -2.4332 -0.0071
H -0.7735 0.1140 3.4645
H -2.8423 -5.0044 -3.2708
H 0.8924 3.5784 -3.5506
H 7.6935 0.3312 1.9790
H -2.7368 -2.0655 -2.6984
H 1.2939 4.2883 3.8866
H -5.3999 -2.1093 -2.2532
H -0.0502 -2.4236 -5.3713
H -2.6846 -0.2997 -2.4202
H -1.8064 -1.4012 -1.3571
H 8.5738 -1.0848 0.1541
H -0.7391 1.7558 4.8822
H -5.3402 -0.3425 -2.0682
H -4.8596 -0.4456 2.7586
H 1.8430 0.0041 2.3689
H -0.4906 -1.0004 2.1378
*
```


Entry 3:
# C6H14

A cluster of 2 separate species, C6H14 in total (ωB97M-V/def2-TZVPD, the Open Molecules 2025 dataset).

Calculated values
Structure (SMILES) = C=CC.CCC
Calculated total energy = -6446.7462 eV
Energy above the lowest of the compared OMol25 structures with the same formula, charge and spin = 2.663 eV

```
! RIJCOSX wB97M-V def2-TZVPD def2/J DEFGRID3
* xyz 0 1
C 1.0499 -1.0194 0.6099
C 1.9625 -0.4437 1.6805
C 1.2576 -0.5198 -0.7543
C -1.3809 0.5149 0.7417
C -2.0077 0.5877 -1.6953
C -1.1882 1.0376 -0.5156
H -1.3945 0.5424 -2.6020
H 1.8950 0.6466 1.6863
H 0.9745 -2.1051 0.6661
H -2.1590 -0.2219 0.9026
H 0.9538 -1.2097 -1.5380
H -0.7909 2.0452 -0.5947
H 1.6753 -0.7958 2.6722
H 3.0037 -0.7189 1.5086
H 0.4121 0.3470 -0.8820
H -1.1833 1.1293 1.6110
H -0.0775 -0.5361 0.8887
H -2.8408 1.2683 -1.8774
H 2.2520 -0.1377 -0.9736
H -2.4134 -0.4108 -1.5346
*
```


HOMO energy readings, ordered: -9.2 -1.0 -8.6 eV
LUMO level readings, ordered: -3.65 3.93 1.19 eV
HOMO-LUMO gap readings, ordered: 5.59 4.89 9.81 eV